## one
The following is a quantum chemistry calculation of C4H10S in the gas phase, from the Open Molecules 2025 dataset.

SMILES	CCCSC
net charge	0
highest occupied orbital energy	-8.38	eV
frontier orbital gap	9.481	eV

Last column: Löwdin charge in e.
Atoms and positions in Å:
C 1.04958 0.91281 1.84851  -0.1208
C 0.74234 -0.00627 0.68479  -0.4038
C 0.09117 0.65508 -0.43133  -0.5488
C -1.48761 -1.24719 -1.70747  -0.4009
H 0.16186 1.38486 2.34137  0.0792
H 1.56971 0.33098 2.65508  0.0782
H 1.71051 1.74081 1.41565  0.0972
H 1.67818 -0.57373 0.31910  0.1148
H 0.19927 -0.99345 0.86536  0.1189
H 0.45419 1.53821 -0.76967  0.0390
H -0.88821 0.92675 -0.24441  0.0644
H -1.54418 -2.20700 -2.08755  -0.0002
H -2.12768 -0.67728 -2.37746  0.0295
H -1.74421 -1.31595 -0.66148  0.0351
S 0.13510 -0.46865 -1.85050  0.8182


## two
The following is a quantum chemistry calculation of a molecular structure, C4H10S, from the Open Molecules 2025 dataset.

net charge	0
highest occupied orbital energy	-8.56	eV
frontier orbital gap	9.006	eV

Last column: Löwdin charge in e.
Atoms and positions in Å:
C 1.92411 0.66915 1.37206  -0.5398
C -0.42024 0.11257 -0.40436  -0.9246
C -1.07325 0.00476 -1.69846  -0.2300
C -0.88396 -1.01142 0.51795  -0.1795
H 2.39934 -0.39975 2.07901  0.1193
H 2.79685 1.64568 1.02288  0.1064
H 1.11969 1.26670 1.94919  0.0340
H -0.80060 0.93782 0.04092  0.0179
H -1.48514 1.23655 -2.27914  0.1551
H -2.22452 -0.74453 -1.57268  0.1420
H 0.15822 -0.31313 -2.54202  0.1736
H 0.26893 -1.40563 1.34986  0.1500
H -1.92635 -0.31404 1.14710  0.1563
H -1.38158 -1.82687 -0.66653  0.1502
S 1.52850 0.14214 -0.31578  0.6691


Result of the stability comparison: two is the least stable of them.


## one
The following is a quantum chemistry calculation of 2 unconnected molecules or ions with the total composition C4H10S, from the Open Molecules 2025 dataset.

SMILES	C=CC.CS
net charge	0
highest occupied orbital energy	-8.47	eV
frontier orbital gap	9.019	eV

Last column: Löwdin charge in e.
Atoms and positions in Å:
C 2.65774 0.36696 -0.18749  -0.4556
S 2.51117 -0.88075 -1.57975  0.6009
H 1.80695 1.04521 -0.20253  0.0086
H 3.62776 0.92105 -0.26570  0.0372
H 2.74640 -0.24714 0.70151  0.0106
H 1.43172 -1.37419 -1.02162  -0.2100
C -1.04978 -0.03747 1.22268  -0.1455
C -1.76571 -0.47914 -0.04509  -0.2294
C -2.41562 0.45379 -0.84223  -0.0344
H -1.59150 0.63559 1.93004  0.0804
H -0.13905 0.58050 1.12049  0.0481
H -0.58559 -0.87417 1.79847  0.0699
H -1.62658 -1.55315 -0.32623  0.0935
H -2.31053 0.49193 -1.96426  0.0562
H -3.29738 0.95097 -0.33828  0.0695


## two
The following is a quantum chemistry calculation of 2 unconnected molecules or ions with the total composition C4H10S, from the Open Molecules 2025 dataset.

SMILES	C=C.CSC
net charge	0
highest occupied orbital energy	-8.46	eV
frontier orbital gap	9.527	eV

Last column: Löwdin charge in e.
Atoms and positions in Å:
C -0.01801 0.27186 2.54749  -0.0684
C -1.08457 0.49985 1.80703  -0.0807
H -0.15182 -0.17062 3.52877  0.0467
H 0.99531 0.44690 2.22637  0.0372
H -2.08039 0.17985 2.08241  0.0486
H -1.01685 1.00840 0.85581  0.0313
C -0.89772 -0.84152 -1.76890  -0.4439
S 0.88139 -1.19738 -1.83569  0.7267
C 1.66950 0.27992 -1.11448  -0.4217
H -1.10135 0.23171 -1.67969  0.0262
H -1.44616 -1.25572 -0.92431  0.0227
H -1.28941 -1.15759 -2.73134  0.0175
H 2.11193 0.05549 -0.14714  0.0133
H 2.50030 0.57680 -1.75428  0.0220
H 0.92786 1.07206 -1.09207  0.0226


Result of the stability comparison: one is the least stable of them.


## one
The following is a quantum chemistry calculation of 2 unconnected molecules or ions with the total composition C4H10S, from the Open Molecules 2025 dataset.

SMILES	C=C.CSC
net charge	0
highest occupied orbital energy	-8.35	eV
frontier orbital gap	9.459	eV

Last column: Löwdin charge in e.
Atoms and positions in Å:
C -1.27922 2.76216 -2.02313  -0.0782
C -0.14860 3.33220 -1.59142  -0.0841
H -1.50209 2.86427 -3.07532  0.0420
H -1.95224 2.36825 -1.27212  0.0435
H 0.48334 3.81148 -2.33087  0.0408
H 0.11136 3.32676 -0.54047  0.0404
C -0.08938 -3.19396 0.64588  -0.4228
S -0.07799 -1.38003 0.40936  0.6884
C 1.10980 -0.91963 1.69828  -0.4262
H -0.73877 -3.65408 -0.08958  0.0251
H -0.58395 -3.27390 1.61612  0.0185
H 0.92438 -3.57113 0.77394  0.0338
H 1.06997 -1.62057 2.52976  0.0339
H 2.06369 -0.83487 1.18762  0.0258
H 0.60968 -0.01695 2.06197  0.0189


## two
The following is a quantum chemistry calculation of 2 unconnected molecules or ions with the total composition C4H10S, from the Open Molecules 2025 dataset.

net charge	0
highest occupied orbital energy	-6.29	eV
frontier orbital gap	4.659	eV

Last column: Löwdin charge in e.
Atoms and positions in Å:
C 1.40727 -0.58001 -1.05462  -0.1714
C 1.14512 -0.53832 0.80168  0.0746
C 1.42497 0.57676 -0.04714  -0.2705
S -1.58861 0.10648 -0.73724  0.2825
C -2.73773 0.51882 0.58958  -0.6676
H 1.47093 -0.06488 -2.08675  0.1817
H 2.29176 -1.18496 -1.03813  0.0861
H 0.50822 -1.19619 -1.15388  0.0393
H 1.94808 -1.14431 1.29903  0.1315
H 0.09931 -0.78316 1.07467  0.0880
H 0.59894 1.35214 -0.21535  0.0898
H 2.43737 1.10823 -0.05359  0.1455
H -3.05143 -0.39205 1.11148  -0.0084
H -2.30403 1.25168 1.31978  0.0087
H -3.65017 0.96977 0.19046  -0.0099


Result of the stability comparison: two is the least stable of them.